[1]
One molecule with the formula C6H12O in a non-equilibrium geometry, computed with the ωB97M-V functional and the def2-TZVPD basis.

Last column: Löwdin charge in e.
Geometry (Å):
1 C 0.916 2.564 -0.483  0.024
2 C -0.088 1.971 0.126  -0.236
3 C -1.091 1.001 -0.249  -0.217
4 C -0.354 -0.198 -1.010  -0.179
5 C 0.671 -0.898 0.009  -0.149
6 C -0.136 -1.809 0.979  -0.250
7 O 0.752 -2.905 1.255  -0.104
8 H 1.347 2.223 -1.346  0.032
9 H 1.299 3.483 -0.210  0.036
10 H -0.424 2.240 1.178  0.122
11 H -1.800 1.346 -1.127  0.153
12 H -1.607 0.592 0.646  0.106
13 H 0.218 0.228 -1.788  0.072
14 H -1.111 -0.949 -1.343  0.106
15 H 1.199 -0.099 0.319  0.047
16 H 1.296 -1.619 -0.554  0.117
17 H -1.094 -2.116 0.571  0.107
18 H -0.373 -1.236 1.881  0.107
19 H 0.381 -3.821 1.147  0.108

Computed properties:
- ΔE to the lowest compared entry with this formula, charge and spin (kJ/mol) = 279.21
- SMILES = C=CCCCCO
- E (eV) = -8461.460

***

[2]
One molecule with the formula C6H12O, computed with the ωB97M-V functional and the def2-TZVPD basis.

Last column: Löwdin charge in e.
Geometry (Å):
1 C -1.899 -1.410 -0.493  0.011
2 C -2.148 -0.107 -0.593  -0.176
3 C -1.119 0.989 -0.530  -0.152
4 C 0.165 0.664 0.275  -0.406
5 O -0.054 -0.219 1.368  -0.054
6 C 1.283 0.115 -0.610  -0.224
7 C 2.557 -0.216 0.160  -0.103
8 H -2.688 -2.152 -0.489  0.058
9 H -0.894 -1.778 -0.349  0.056
10 H -3.189 0.192 -0.671  0.095
11 H -1.605 1.866 -0.092  0.110
12 H -0.828 1.306 -1.543  0.120
13 H 0.535 1.618 0.683  0.138
14 H -1.007 -0.263 1.539  0.085
15 H 1.500 0.886 -1.362  0.114
16 H 0.933 -0.766 -1.163  0.109
17 H 2.939 0.669 0.683  0.077
18 H 2.376 -0.994 0.906  0.072
19 H 3.341 -0.562 -0.522  0.070

Computed properties:
- ΔE to the lowest compared entry with this formula, charge and spin (kJ/mol) = 107.05
- SMILES = C=CC[C@@H](O)CC
- E (eV) = -8463.244

***

[3]
A 2-piece molecular cluster, C6H12O overall, computed with the ωB97M-V functional and the def2-TZVPD basis.

Last column: Löwdin charge in e.
Geometry (Å):
1 C -2.228 -1.355 -1.370  -0.043
2 C -0.256 0.715 0.024  0.016
3 C -1.225 1.405 0.912  -0.137
4 C 0.396 -0.381 0.688  -0.322
5 O 1.177 -1.298 -0.095  -0.002
6 C 1.906 -0.329 0.581  -0.302
7 C 2.676 0.665 -0.247  -0.044
8 H -3.219 -0.897 -1.386  0.020
9 H -2.138 -2.050 -2.206  0.022
10 H -2.096 -1.906 -0.434  0.025
11 H -1.456 -0.583 -1.462  -0.007
12 H -1.297 1.077 1.962  0.072
13 H -2.205 1.248 0.432  0.089
14 H -1.073 2.490 0.861  0.079
15 H 0.009 -0.837 1.609  0.145
16 H 2.406 -0.683 1.487  0.143
17 H 2.095 0.951 -1.124  0.077
18 H 3.619 0.209 -0.569  0.083
19 H 2.913 1.560 0.339  0.085

Computed properties:
- ΔE to the lowest compared entry with this formula, charge and spin (kJ/mol) = 467.27
- E (eV) = -8459.511

***

[4]
C6H12O as an isolated structure, computed with the ωB97M-V functional and the def2-TZVPD basis.

Last column: Löwdin charge in e.
Geometry (Å):
1 C 1.261 -1.508 -0.226  -0.067
2 C -0.056 -0.806 0.106  -0.397
3 C -0.950 -1.657 1.010  -0.069
4 C 0.201 0.524 0.780  -0.407
5 O 0.809 1.549 -0.007  -0.140
6 C -0.740 1.645 0.724  0.044
7 C -0.290 2.253 -1.145  -0.018
8 H 1.086 -2.445 -0.767  0.079
9 H 1.901 -0.869 -0.845  0.079
10 H 1.815 -1.755 0.690  0.083
11 H -0.598 -0.605 -0.828  0.133
12 H -0.451 -1.871 1.966  0.083
13 H -1.186 -2.617 0.537  0.079
14 H -1.891 -1.137 1.224  0.081
15 H 0.803 0.441 1.692  0.159
16 H -0.542 2.350 1.545  0.069
17 H -0.893 1.503 -1.647  0.068
18 H 0.581 2.526 -1.753  0.078
19 H -0.874 3.151 -0.940  0.062

Computed properties:
- ΔE to the lowest compared entry with this formula, charge and spin (kJ/mol) = 579.22
- E (eV) = -8458.351